Record 1
C29H66N3O12P2 | ωB97M-V/def2-TZVPD

Summary:
LUMO = -4.39 eV
gap between HOMO and LUMO = 6.97 eV
maximum force = 1.3 eV/Å
total charge = +1
E_HOMO = -11.355 eV

Positions of all 112 atoms, in Å:
C (2.376, 0.359, -2.053)
C (2.037, 0.978, -3.373)
O (2.663, 0.871, -4.364)
O (0.876, 1.757, -3.380)
C (1.132, 3.141, -3.086)
C (0.321, 4.008, -4.033)
C (-1.226, 4.099, -3.803)
C (-1.742, 3.353, -2.600)
C (-1.632, 3.924, -1.295)
C (-0.961, 5.253, -1.025)
C (-0.285, 5.097, 0.333)
O (0.454, 4.179, 0.481)
N (-2.044, 3.289, -0.223)
N (-2.581, 2.091, -0.373)
C (-2.754, 1.435, -1.524)
P (-3.417, -0.256, -1.556)
P (-5.089, -0.248, -0.139)
O (-6.056, -1.194, -0.688)
O (-5.639, 1.242, 0.061)
O (-4.450, -0.664, 1.268)
C (-2.300, 2.083, -2.706)
N (-2.409, 1.326, -3.899)
H (1.557, 0.416, -1.339)
H (2.670, -0.677, -2.236)
H (3.245, 0.879, -1.633)
H (0.914, 3.318, -2.027)
H (2.192, 3.372, -3.232)
H (0.753, 5.014, -4.000)
H (0.491, 3.637, -5.047)
H (-1.566, 5.137, -3.760)
H (-1.707, 3.665, -4.681)
H (-0.161, 5.421, -1.751)
H (-1.677, 6.078, -1.054)
H (-0.568, 5.759, 1.163)
H (-2.821, 1.650, 0.508)
H (-4.157, -0.169, -2.734)
H (-5.451, 1.694, 0.891)
H (-4.411, 0.007, 1.961)
H (-1.498, 1.024, -4.236)
H (-2.923, 1.795, -4.634)
C (-0.725, 2.114, 2.731)
C (-0.597, 1.991, 4.240)
C (0.575, 1.111, 4.633)
O (-1.816, 1.487, 4.794)
H (-0.908, 1.126, 2.296)
H (-1.573, 2.760, 2.478)
H (0.172, 2.536, 2.282)
H (-0.468, 2.981, 4.680)
H (0.436, 0.101, 4.234)
H (0.649, 1.048, 5.717)
H (1.515, 1.508, 4.249)
H (-1.942, 0.599, 4.437)
C (1.475, 1.090, 9.407)
C (2.395, 1.521, 8.277)
C (3.742, 1.998, 8.796)
O (1.774, 2.532, 7.481)
H (1.278, 1.933, 10.075)
H (0.519, 0.745, 9.012)
H (1.919, 0.286, 9.995)
H (2.547, 0.683, 7.593)
H (3.608, 2.866, 9.448)
H (4.387, 2.296, 7.970)
H (4.244, 1.218, 9.368)
H (1.619, 3.298, 8.046)
C (4.500, -3.519, -4.765)
C (4.452, -3.544, -3.247)
C (4.748, -4.925, -2.694)
O (3.177, -3.073, -2.782)
H (3.746, -4.197, -5.177)
H (4.292, -2.516, -5.139)
H (5.477, -3.834, -5.131)
H (5.179, -2.834, -2.849)
H (3.999, -5.646, -3.036)
H (4.720, -4.916, -1.604)
H (5.733, -5.266, -3.008)
H (2.505, -3.678, -3.117)
C (-9.929, -2.948, -0.884)
C (-9.873, -1.897, -1.981)
C (-9.341, -2.475, -3.283)
O (-9.086, -0.782, -1.568)
H (-8.925, -3.330, -0.679)
H (-10.320, -2.517, 0.038)
H (-10.562, -3.789, -1.171)
H (-10.873, -1.492, -2.146)
H (-8.322, -2.845, -3.139)
H (-9.316, -1.708, -4.058)
H (-9.959, -3.303, -3.633)
H (-8.188, -1.099, -1.409)
C (9.836, -2.525, -1.203)
C (8.722, -2.714, -2.219)
C (8.018, -1.404, -2.533)
O (7.786, -3.694, -1.762)
H (9.428, -2.148, -0.261)
H (10.331, -3.473, -0.999)
H (10.581, -1.813, -1.560)
H (9.135, -3.132, -3.138)
H (7.559, -0.996, -1.627)
H (7.230, -1.557, -3.271)
H (8.716, -0.663, -2.923)
H (7.399, -3.368, -0.942)
C (-2.242, -3.039, 2.080)
C (-1.768, -2.000, 1.078)
C (-1.400, -2.635, -0.250)
O (-0.673, -1.248, 1.619)
H (-1.443, -3.758, 2.280)
H (-2.514, -2.570, 3.025)
H (-3.106, -3.587, 1.703)
H (-2.561, -1.261, 0.921)
H (-0.578, -3.342, -0.120)
H (-1.072, -1.881, -0.964)
H (-2.249, -3.172, -0.677)
H (0.053, -1.861, 1.788)

Cartesian forces (eV/Å) of the 3 atoms listed first:
C 0.085 -0.183 0.095
C -0.422 0.173 0.845
O 0.646 -0.187 -0.989


Record 2
C29H66N6O7 | ωB97M-V/def2-TZVPD

Summary:
LUMO = 0.33 eV
gap between HOMO and LUMO = 8.52 eV
maximum force = 8.7 eV/Å
total charge = 0
E_HOMO = -8.185 eV

Positions of all 108 atoms, in Å:
O (3.526, -0.264, 1.449)
C (3.410, -0.078, 0.118)
O (3.434, -1.296, -0.716)
N (3.202, 1.246, -0.580)
C (3.859, 2.406, 0.132)
C (2.611, 3.388, 0.658)
C (1.186, 2.592, 0.299)
C (0.467, 2.901, -1.168)
C (-0.905, 2.064, -1.515)
C (-1.480, 0.997, -0.408)
C (-0.780, 0.706, 1.055)
C (0.596, 1.532, 1.409)
H (2.508, -1.348, -1.142)
H (3.427, 1.212, -1.602)
H (4.552, 3.042, -0.602)
H (4.511, 2.120, 1.060)
H (2.694, 3.573, 1.822)
H (2.638, 4.389, 0.044)
H (1.001, 3.676, -1.862)
H (-1.424, 2.232, -2.559)
H (-2.454, 0.372, -0.679)
H (-1.193, -0.057, 1.851)
H (1.209, 1.405, 2.426)
C (-1.018, 6.956, -5.871)
C (-1.383, 6.301, -4.540)
C (-0.404, 6.630, -3.389)
O (0.850, 5.945, -3.460)
C (1.766, 6.498, -4.392)
N (-1.509, 4.848, -4.740)
H (-0.209, 6.438, -6.391)
H (-1.880, 6.946, -6.548)
H (-0.720, 7.999, -5.728)
H (-2.368, 6.691, -4.251)
H (-0.866, 6.300, -2.450)
H (-0.247, 7.711, -3.291)
H (1.701, 7.588, -4.441)
H (1.604, 6.056, -5.376)
H (2.778, 6.224, -4.080)
H (-1.861, 4.429, -3.881)
H (-0.560, 4.471, -4.824)
C (-7.229, 5.225, -7.893)
C (-6.063, 5.796, -7.088)
C (-5.054, 6.606, -7.935)
O (-4.189, 5.812, -8.752)
C (-4.793, 5.327, -9.942)
N (-5.400, 4.701, -6.363)
H (-6.958, 4.327, -8.455)
H (-8.048, 4.937, -7.223)
H (-7.622, 5.964, -8.598)
H (-6.492, 6.484, -6.348)
H (-4.392, 7.145, -7.245)
H (-5.557, 7.371, -8.538)
H (-5.495, 6.045, -10.373)
H (-5.286, 4.374, -9.744)
H (-4.001, 5.133, -10.672)
H (-4.697, 5.098, -5.743)
H (-4.850, 4.173, -7.048)
C (-0.391, -2.974, 4.357)
C (-1.796, -3.371, 4.804)
C (-2.249, -4.759, 4.292)
O (-2.606, -4.795, 2.907)
C (-1.499, -4.831, 2.019)
N (-2.742, -2.316, 4.405)
H (-0.358, -2.619, 3.324)
H (-0.012, -2.155, 4.979)
H (0.305, -3.813, 4.453)
H (-1.782, -3.419, 5.900)
H (-3.160, -5.038, 4.836)
H (-1.506, -5.533, 4.517)
H (-0.669, -5.421, 2.416)
H (-1.176, -3.815, 1.787)
H (-1.829, -5.285, 1.080)
H (-3.655, -2.530, 4.801)
H (-2.888, -2.406, 3.395)
C (-2.527, -9.036, 4.927)
C (-1.524, -8.972, 6.077)
C (-2.055, -9.556, 7.406)
O (-2.996, -8.723, 8.090)
C (-4.309, -8.761, 7.553)
N (-1.076, -7.580, 6.243)
H (-3.289, -8.254, 4.983)
H (-2.014, -8.902, 3.967)
H (-3.034, -10.006, 4.900)
H (-0.657, -9.575, 5.780)
H (-1.205, -9.662, 8.091)
H (-2.464, -10.565, 7.268)
H (-4.579, -9.756, 7.187)
H (-4.407, -8.018, 6.760)
H (-5.010, -8.481, 8.344)
H (-0.327, -7.558, 6.933)
H (-1.839, -7.067, 6.696)
C (6.402, -1.610, 1.949)
C (7.243, -1.693, 3.221)
C (8.417, -0.687, 3.264)
O (9.526, -1.031, 2.428)
C (9.332, -0.740, 1.052)
N (7.713, -3.077, 3.394)
H (6.874, -2.102, 1.095)
H (5.436, -2.105, 2.099)
H (6.202, -0.568, 1.676)
H (6.578, -1.452, 4.061)
H (8.814, -0.677, 4.287)
H (8.080, 0.335, 3.055)
H (8.757, 0.176, 0.899)
H (8.851, -1.587, 0.560)
H (10.315, -0.615, 0.588)
H (8.177, -3.153, 4.298)
H (8.469, -3.227, 2.719)

Cartesian forces (eV/Å) of the 3 atoms listed first:
O -0.648 1.897 -8.432
C 0.124 -0.854 4.600
O -2.311 3.139 0.675


Record 3
C29H67CsN5O4PSSi5Te | ωB97M-V/def2-TZVPD

Summary:
LUMO = 3.57 eV
gap between HOMO and LUMO = 5.22 eV
energy above the lowest of the compared OMol25 structures with the same formula, charge and spin = 22.0 kcal per mole
maximum force = 2.3 eV/Å
total charge = -2
E_HOMO = -1.654 eV

Positions of all 114 atoms, in Å:
Cs (0.806, 0.269, -1.109)
C (-4.523, -3.299, -0.791)
C (-4.451, -1.853, -0.481)
N (-5.316, -1.169, 0.201)
N (-4.819, 0.108, 0.170)
C (-3.664, 0.235, -0.501)
S (-2.777, 1.596, -0.870)
N (-3.420, -1.051, -0.896)
N (-2.403, -1.465, -1.756)
H (-5.553, -3.635, -0.697)
H (-3.892, -3.868, -0.107)
H (-4.152, -3.480, -1.800)
H (-5.271, 0.853, 0.664)
H (-2.068, -0.627, -2.227)
H (-1.621, -1.829, -1.206)
C (-0.509, -2.032, 4.519)
Si (0.848, -0.808, 4.006)
C (2.013, -0.823, 5.517)
C (1.826, -1.724, 2.670)
C (0.254, 0.832, 3.553)
Si (-1.432, 1.298, 3.975)
C (-1.793, 1.384, 5.848)
C (-1.974, 3.015, 3.390)
C (-2.792, 0.151, 3.308)
Si (1.529, 2.057, 3.319)
C (3.191, 1.394, 2.708)
C (1.948, 3.070, 4.879)
C (1.211, 3.434, 2.010)
C (0.963, 4.768, 2.341)
C (0.805, 5.722, 1.352)
C (0.925, 5.328, 0.031)
C (1.206, 3.995, -0.235)
N (1.337, 3.066, 0.714)
H (-0.025, -2.986, 4.760)
H (-1.231, -2.218, 3.721)
H (-1.055, -1.704, 5.407)
H (2.322, -1.848, 5.760)
H (1.501, -0.401, 6.388)
H (2.921, -0.232, 5.349)
H (1.984, -2.771, 2.956)
H (2.809, -1.273, 2.497)
H (1.290, -1.721, 1.716)
H (-1.138, 2.125, 6.321)
H (-1.619, 0.425, 6.343)
H (-2.833, 1.678, 6.038)
H (-1.409, 3.820, 3.869)
H (-3.028, 3.144, 3.663)
H (-1.889, 3.132, 2.306)
H (-2.993, -0.697, 3.969)
H (-2.523, -0.242, 2.324)
H (-3.721, 0.718, 3.204)
H (3.696, 0.773, 3.456)
H (3.848, 2.237, 2.465)
H (3.065, 0.805, 1.794)
H (2.308, 2.389, 5.656)
H (1.057, 3.569, 5.277)
H (2.720, 3.828, 4.698)
H (0.885, 5.050, 3.384)
H (0.597, 6.756, 1.607)
H (0.822, 6.027, -0.791)
H (1.347, 3.665, -1.263)
C (-1.795, 4.675, -2.620)
C (-0.889, 4.261, -3.756)
O (-1.001, 2.847, -3.930)
P (0.114, 1.740, -4.261)
O (-0.114, 0.543, -3.415)
Te (2.299, 2.729, -4.167)
O (-0.221, 1.337, -5.782)
C (-0.312, 2.360, -6.778)
C (-1.763, 2.626, -7.116)
H (-1.797, 5.764, -2.521)
H (-1.453, 4.248, -1.676)
H (-2.816, 4.333, -2.794)
H (0.152, 4.517, -3.560)
H (-1.183, 4.740, -4.696)
H (0.245, 2.001, -7.645)
H (0.193, 3.266, -6.431)
H (-2.246, 1.712, -7.465)
H (-1.845, 3.385, -7.899)
H (-2.297, 2.974, -6.231)
C (5.084, 0.472, -0.985)
O (3.787, 0.953, -1.272)
H (5.802, 1.290, -0.854)
H (5.448, -0.208, -1.760)
H (5.022, -0.079, -0.047)
H (3.770, 1.398, -2.128)
C (-1.117, -3.615, 1.146)
Si (-0.167, -4.280, -0.364)
C (-1.424, -4.925, -1.636)
C (0.546, -5.909, 0.331)
C (1.015, -3.122, -1.040)
Si (1.787, -3.295, -2.652)
C (2.579, -4.996, -3.012)
C (0.594, -3.037, -4.098)
C (3.198, -2.062, -2.905)
H (-1.997, -4.221, 1.396)
H (-1.429, -2.568, 1.053)
H (-0.460, -3.648, 2.022)
H (-2.199, -5.514, -1.130)
H (-0.920, -5.594, -2.343)
H (-1.910, -4.136, -2.214)
H (-0.239, -6.559, 0.741)
H (1.262, -5.698, 1.132)
H (1.075, -6.460, -0.453)
H (1.738, -2.812, -0.271)
H (1.831, -5.793, -2.946)
H (3.362, -5.221, -2.280)
H (3.024, -5.029, -4.015)
H (-0.213, -3.778, -4.091)
H (1.119, -3.122, -5.057)
H (0.138, -2.043, -4.047)
H (3.832, -2.027, -2.013)
H (2.823, -1.050, -3.082)
H (3.826, -2.332, -3.761)

Cartesian forces (eV/Å) of the 3 atoms listed first:
Cs 0.747 -0.230 2.117
C 0.027 -0.006 0.035
C 0.045 -0.010 -0.031


Record 4
C29H68ClO3P | ωB97M-V/def2-TZVPD

Summary:
LUMO = 0.57 eV
gap between HOMO and LUMO = 8.58 eV
energy above the lowest of the compared OMol25 structures with the same formula, charge and spin = 0.0 kcal per mole
maximum force = 0.2 eV/Å
total charge = 0
E_HOMO = -8.003 eV

Positions of all 102 atoms, in Å:
C (8.598, -0.031, -0.117)
O (7.534, 0.578, -0.816)
C (6.988, -0.250, -1.823)
C (5.834, 0.489, -2.486)
C (4.472, 0.305, -1.803)
C (3.316, 0.322, -2.801)
C (1.931, 0.558, -2.188)
P (1.327, -0.630, -0.905)
C (2.472, -1.563, 0.195)
C (1.186, -2.068, -2.168)
C (0.512, -3.333, -1.635)
C (1.399, -4.420, -1.038)
Cl (2.829, -4.820, -2.056)
C (1.154, 0.730, 0.455)
O (0.069, 1.597, 0.097)
O (-1.062, 1.304, 0.925)
H (9.534, 0.039, -0.682)
H (8.387, -1.088, 0.085)
H (8.710, 0.491, 0.833)
H (6.628, -1.186, -1.369)
H (7.759, -0.518, -2.559)
H (6.106, 1.548, -2.486)
H (5.765, 0.191, -3.537)
H (4.317, 1.091, -1.055)
H (4.471, -0.636, -1.247)
H (3.320, -0.603, -3.385)
H (3.490, 1.130, -3.520)
H (1.874, 1.566, -1.776)
H (1.180, 0.494, -2.981)
H (-0.109, -0.720, -0.782)
H (1.839, -2.137, 0.878)
H (3.107, -2.250, -0.361)
H (3.081, -0.884, 0.792)
H (0.570, -1.672, -2.983)
H (2.159, -2.319, -2.601)
H (-0.204, -3.070, -0.839)
H (-0.093, -3.793, -2.421)
H (0.836, -5.346, -0.940)
H (1.808, -4.161, -0.065)
H (2.036, 1.376, 0.561)
H (0.946, 0.278, 1.430)
H (-1.519, 0.643, 0.387)
C (-2.362, -6.251, -7.208)
C (-1.351, -7.344, -6.884)
C (-1.221, -7.633, -5.389)
C (-0.770, -6.439, -4.545)
C (0.553, -5.811, -4.978)
C (1.734, -6.771, -4.922)
H (-2.073, -5.293, -6.772)
H (-2.459, -6.105, -8.284)
H (-3.350, -6.506, -6.816)
H (-0.374, -7.069, -7.294)
H (-1.640, -8.267, -7.394)
H (-0.525, -8.464, -5.248)
H (-2.187, -7.982, -5.011)
H (-0.680, -6.769, -3.503)
H (-1.549, -5.672, -4.551)
H (0.762, -4.956, -4.329)
H (0.459, -5.402, -5.989)
H (1.848, -7.190, -3.920)
H (2.665, -6.259, -5.168)
H (1.621, -7.600, -5.623)
C (-2.486, 0.831, 7.783)
C (-2.147, 2.257, 7.363)
C (-2.973, 2.755, 6.177)
C (-2.812, 1.937, 4.894)
C (-1.377, 1.805, 4.388)
C (-0.717, 3.141, 4.066)
H (-2.276, 0.117, 6.986)
H (-1.909, 0.527, 8.657)
H (-3.545, 0.741, 8.035)
H (-1.082, 2.322, 7.123)
H (-2.306, 2.932, 8.208)
H (-2.712, 3.799, 5.978)
H (-4.031, 2.758, 6.458)
H (-3.414, 2.406, 4.113)
H (-3.233, 0.938, 5.039)
H (-1.383, 1.193, 3.484)
H (-0.772, 1.263, 5.122)
H (-1.299, 3.688, 3.321)
H (0.284, 2.997, 3.656)
H (-0.626, 3.775, 4.950)
C (-3.854, 8.042, 3.864)
C (-3.411, 7.605, 2.472)
C (-4.554, 7.080, 1.604)
C (-5.282, 5.862, 2.177)
C (-4.375, 4.675, 2.496)
C (-3.627, 4.128, 1.286)
H (-4.265, 7.208, 4.435)
H (-3.019, 8.450, 4.436)
H (-4.626, 8.812, 3.803)
H (-2.634, 6.841, 2.561)
H (-2.943, 8.449, 1.959)
H (-4.163, 6.840, 0.612)
H (-5.284, 7.882, 1.454)
H (-6.047, 5.544, 1.460)
H (-5.821, 6.151, 3.083)
H (-4.984, 3.881, 2.937)
H (-3.655, 4.961, 3.270)
H (-4.326, 3.804, 0.511)
H (-2.998, 3.277, 1.549)
H (-2.971, 4.880, 0.844)

Cartesian forces (eV/Å) of the 3 atoms listed first:
C -0.063 0.012 -0.043
O -0.094 -0.064 0.159
C -0.061 0.015 -0.055


> Look up the total charge of the second one.

0


> E_HOMO of number 3 (C29H67CsN5O4PSSi5Te)?

-1.654 eV


> Which formula does entry 3 have?

C29H67CsN5O4PSSi5Te